No. 1
Entry from the Open Molecules 2025 dataset: a single C13H17N3O4 molecule in a non-equilibrium geometry (the ωB97M-V functional and the def2-TZVPD basis).

```
37
C13H17N3O4, DFT the ωB97M-V functional and the def2-TZVPD basis
C 0.774 -1.727 -1.668
C 1.567 -0.778 -0.850
C -0.613 -1.175 -2.014
C -0.527 0.137 -2.804
C 1.673 0.054 1.403
C 2.920 -0.255 2.100
C 0.502 0.379 2.282
C -0.726 0.924 1.518
C -1.831 0.068 1.250
C -0.804 2.297 1.127
C -3.000 0.551 0.653
C -1.983 2.796 0.604
C -3.008 1.938 0.245
H 0.109 -3.563 -1.632
H 1.580 -3.455 -1.099
H 1.292 -1.697 -2.594
H -1.132 -0.966 -1.070
H -1.128 -1.974 -2.458
H -1.269 1.898 -2.846
H -1.415 1.211 -1.198
H 0.788 -1.764 0.772
H 1.966 0.880 0.761
H 0.827 1.041 2.980
H 0.186 -0.579 2.815
H -1.880 -1.010 1.599
H 0.063 2.970 1.327
H -3.771 -0.062 0.284
H -2.033 3.847 0.458
H -4.012 2.311 -0.228
H 4.675 -0.818 1.676
N 0.705 -2.992 -0.957
N -1.258 1.127 -2.216
N 1.400 -0.996 0.509
O 2.269 0.056 -1.376
O 0.044 0.195 -3.865
O 3.253 0.053 3.216
O 3.798 -0.920 1.297
```

Output
Orbital gap in eV: 10.08
Structure (SMILES): NC(=O)C[C@H](N)C(=O)N[C@@H](Cc1ccccc1)C(=O)O
LUMO in eV: 0.59
Spin multiplicity: 1
ΔE to the lowest compared entry with this formula, charge and spin in kcal/mol: 36.9

These are the Löwdin partial charges, in e, on atoms 1 to 6: -0.3399 -0.4405 -0.0441 -0.5321 -0.2767 -0.4629


No. 2
Entry from the Open Molecules 2025 dataset: a single C5H8N2O molecule in a non-equilibrium geometry (the ωB97M-V functional and the def2-TZVPD basis).

```
16
C5H8N2O, DFT the ωB97M-V functional and the def2-TZVPD basis
C 0.500 -1.674 0.649
C -0.030 0.426 -0.351
C 0.732 -0.730 -0.397
C -0.751 0.171 1.333
C -0.302 1.697 -1.001
N -0.213 -1.043 1.650
N 1.374 -0.992 -1.623
O -1.397 0.938 2.239
H 1.016 -2.617 0.932
H -1.259 1.631 -1.487
H -0.386 2.501 -0.251
H 0.432 1.991 -1.782
H -0.605 -1.474 2.396
H 1.838 -1.808 -1.724
H 0.815 -0.759 -2.391
H -1.763 1.741 1.807
```

Output
Orbital gap in eV: 7.08
Structure (SMILES): Cc1c(N)c[nH]c1O
LUMO in eV: 0.64
Spin multiplicity: 1
ΔE to the lowest compared entry with this formula, charge and spin in kcal/mol: 85.7

These are the Löwdin partial charges, in e, on atoms 1 to 6: -0.1040 -0.0927 -0.3488 -0.1731 -0.1146 0.0283


No. 3
Entry from the Open Molecules 2025 dataset: a molecular structure, C52H67Cl3IrN2O5S5Si2 in a non-equilibrium geometry (the ωB97M-V functional and the def2-TZVPD basis).

```
137
C52H67Cl3IrN2O5S5Si2, DFT the ωB97M-V functional and the def2-TZVPD basis
Ir 0.309 -0.030 -0.896
C -1.769 -2.025 4.926
C -1.438 -2.876 3.697
S -0.668 -2.030 2.290
C 0.965 -1.565 2.942
C 0.876 -0.299 3.780
S -0.506 0.693 3.114
C -1.071 1.604 4.585
C -1.940 0.736 5.490
S -2.789 -0.566 4.537
H -0.865 -1.692 5.429
H -2.340 -2.641 5.621
H -2.348 -3.302 3.275
H -0.773 -3.692 3.985
H 1.563 -1.410 2.042
H 1.383 -2.401 3.500
H 1.794 0.288 3.720
H 0.678 -0.506 4.828
H -1.639 2.432 4.164
H -0.203 2.014 5.102
H -2.727 1.332 5.950
H -1.368 0.263 6.285
Cl 2.179 9.875 5.920
C 1.596 8.676 4.836
C 0.964 9.050 3.660
C 0.492 8.071 2.805
C 0.639 6.715 3.082
C 0.114 5.699 2.087
C 1.280 5.024 1.353
N 0.806 4.008 0.435
C 0.142 4.211 -0.750
C -0.130 2.981 -1.255
N 0.357 2.030 -0.380
C 0.913 2.693 0.620
O -0.675 4.694 2.696
C -2.045 5.078 2.829
C -2.767 5.024 1.514
C -3.038 3.875 0.835
Cl -2.703 2.274 1.355
S -3.808 4.160 -0.680
C -3.767 5.853 -0.410
C -3.198 6.167 0.782
C 1.287 6.369 4.273
Cl 1.547 4.715 4.731
C 1.758 7.335 5.147
H 0.836 10.097 3.425
H -0.011 8.369 1.893
H -0.496 6.228 1.346
H 1.937 4.553 2.079
H 1.837 5.785 0.808
H -0.073 5.193 -1.137
H -0.632 2.711 -2.167
H 1.380 2.258 1.485
H -2.117 6.083 3.254
H -2.483 4.373 3.536
H -4.178 6.519 -1.152
H -3.095 7.177 1.156
H 2.247 7.046 6.067
C -0.255 2.508 -7.407
C -0.705 1.353 -6.523
C -1.449 0.292 -7.321
C -1.553 1.857 -5.360
O 0.485 0.697 -6.013
Si 1.513 0.980 -4.835
S 0.448 -0.036 -3.123
O 2.900 0.206 -4.941
C 3.369 -1.003 -5.589
C 2.398 -2.143 -5.308
C 4.735 -1.297 -4.986
C 3.472 -0.734 -7.085
O 1.656 2.514 -4.407
C 2.753 3.391 -4.056
C 3.820 3.347 -5.143
C 2.148 4.785 -3.959
C 3.322 2.943 -2.714
H -1.119 3.019 -7.831
H 0.367 2.131 -8.219
H 0.328 3.221 -6.822
H -2.313 0.730 -7.819
H -1.781 -0.509 -6.660
H -0.785 -0.132 -8.074
H -2.460 2.324 -5.740
H -0.991 2.597 -4.784
H -1.833 1.028 -4.705
H 2.318 -2.321 -4.234
H 2.749 -3.055 -5.789
H 1.408 -1.897 -5.699
H 4.644 -1.418 -3.906
H 5.429 -0.482 -5.193
H 5.137 -2.216 -5.410
H 2.492 -0.485 -7.493
H 3.852 -1.614 -7.603
H 4.150 0.100 -7.269
H 3.377 3.575 -6.113
H 4.269 2.355 -5.190
H 4.597 4.079 -4.932
H 1.719 5.075 -4.918
H 2.915 5.511 -3.690
H 1.360 4.804 -3.203
H 3.690 1.918 -2.796
H 2.547 2.979 -1.945
H 4.147 3.591 -2.420
O 0.206 -2.024 -0.546
Si 0.330 -3.402 -1.353
C -0.424 -3.356 -3.113
C 0.087 -4.173 -4.117
C -0.530 -4.227 -5.360
C -1.681 -3.489 -5.596
C -2.189 -2.662 -4.603
C -1.563 -2.595 -3.366
C -0.850 -4.788 -0.731
C -1.818 -4.529 0.236
C -2.597 -5.562 0.745
C -2.428 -6.855 0.278
C -1.498 -7.112 -0.720
C -0.731 -6.078 -1.242
C 2.118 -4.005 -1.311
C 2.485 -5.316 -1.007
C 3.818 -5.705 -1.000
C 4.813 -4.770 -1.242
C 4.470 -3.456 -1.527
C 3.136 -3.081 -1.573
H 0.985 -4.757 -3.946
H -0.111 -4.850 -6.141
H -2.189 -3.575 -6.548
H -3.090 -2.088 -4.784
H -1.970 -1.947 -2.595
H -1.967 -3.516 0.588
H -3.347 -5.359 1.502
H -3.043 -7.658 0.663
H -1.377 -8.116 -1.104
H -0.056 -6.288 -2.062
H 1.726 -6.043 -0.753
H 4.075 -6.738 -0.805
H 5.855 -5.061 -1.205
H 5.249 -2.727 -1.714
H 2.879 -2.051 -1.810
```

Output
Orbital gap (alpha / beta) in eV: 4.65 / 3.99
LUMO (alpha / beta) in eV: -7.48 / -8.14
Charge: +2
Spin multiplicity: 2

These are the Löwdin partial charges, in e, on atoms 1 to 6: 0.9280 -0.4797 -0.4557 0.9240 -0.4573 -0.4433


No. 4
Entry from the Open Molecules 2025 dataset: a single C4H6OS molecule in a non-equilibrium geometry (the ωB97M-V functional and the def2-TZVPD basis).

```
12
C4H6OS, DFT the ωB97M-V functional and the def2-TZVPD basis
C 1.678 1.172 -0.006
C 0.283 -0.685 -0.010
C -1.158 -1.088 -0.017
C -2.163 -0.260 0.004
H 1.662 2.248 -0.143
H 2.238 0.721 -0.821
H 2.157 1.017 0.995
H -1.276 -2.156 -0.005
H -3.154 -0.619 0.067
H -2.130 0.792 -0.055
O 0.364 0.651 -0.010
S 1.500 -1.792 -0.001
```

Output
Orbital gap in eV: 8.81
Structure (SMILES): C=CC(=S)OC
LUMO in eV: -0.09
Spin multiplicity: 1
ΔE to the lowest compared entry with this formula, charge and spin in kcal/mol: 33.7

These are the Löwdin partial charges, in e, on atoms 1 to 6: -0.1136 -0.8229 -0.1739 0.0484 0.0870 0.0695


Copy entry 1 word for word.
Entry from the Open Molecules 2025 dataset: a single C13H17N3O4 molecule in a non-equilibrium geometry (the ωB97M-V functional and the def2-TZVPD basis).

```
37
C13H17N3O4, DFT the ωB97M-V functional and the def2-TZVPD basis
C 0.774 -1.727 -1.668
C 1.567 -0.778 -0.850
C -0.613 -1.175 -2.014
C -0.527 0.137 -2.804
C 1.673 0.054 1.403
C 2.920 -0.255 2.100
C 0.502 0.379 2.282
C -0.726 0.924 1.518
C -1.831 0.068 1.250
C -0.804 2.297 1.127
C -3.000 0.551 0.653
C -1.983 2.796 0.604
C -3.008 1.938 0.245
H 0.109 -3.563 -1.632
H 1.580 -3.455 -1.099
H 1.292 -1.697 -2.594
H -1.132 -0.966 -1.070
H -1.128 -1.974 -2.458
H -1.269 1.898 -2.846
H -1.415 1.211 -1.198
H 0.788 -1.764 0.772
H 1.966 0.880 0.761
H 0.827 1.041 2.980
H 0.186 -0.579 2.815
H -1.880 -1.010 1.599
H 0.063 2.970 1.327
H -3.771 -0.062 0.284
H -2.033 3.847 0.458
H -4.012 2.311 -0.228
H 4.675 -0.818 1.676
N 0.705 -2.992 -0.957
N -1.258 1.127 -2.216
N 1.400 -0.996 0.509
O 2.269 0.056 -1.376
O 0.044 0.195 -3.865
O 3.253 0.053 3.216
O 3.798 -0.920 1.297
```

Output
Orbital gap in eV: 10.08
Structure (SMILES): NC(=O)C[C@H](N)C(=O)N[C@@H](Cc1ccccc1)C(=O)O
LUMO in eV: 0.59
Spin multiplicity: 1
ΔE to the lowest compared entry with this formula, charge and spin in kcal/mol: 36.9

These are the Löwdin partial charges, in e, on atoms 1 to 6: -0.3399 -0.4405 -0.0441 -0.5321 -0.2767 -0.4629


> The highest spin multiplicity belongs to which entry?

C52H67Cl3IrN2O5S5Si2